1.
This record from the OMol25 dataset describes a molecular structure, C23H36NNbO5Si2 at a distorted geometry. The level of theory is wB97M-V/def2-TZVPD.

ORCA input file:
```
! RIJCOSX wB97M-V def2-TZVPD def2/J DEFGRID3
* xyz 2 1
Nb -0.43691 -0.59144 -0.19489
C -2.08110 -3.61512 1.82458
C -3.04423 -2.81861 2.42747
C -3.78582 -1.93405 1.63973
C -3.48263 -1.76135 0.29291
C -2.37222 -2.42097 -0.26549
C -1.75958 -3.45978 0.47794
H -1.55725 -4.36403 2.42897
H -3.21647 -2.89125 3.50099
H -4.62217 -1.39706 2.10843
H -4.11288 -1.10518 -0.31924
H -2.11482 -2.28305 -1.31683
H -1.01553 -4.12577 0.01192
C 0.77290 0.41781 4.58486
Si 1.02057 -0.12641 2.78266
C 2.50241 0.78912 2.11129
C 1.49747 -1.93690 2.95688
C -0.45287 0.03656 1.73167
Si -1.44359 1.57291 1.79671
C -0.37243 3.10810 1.69313
C -2.75006 1.72535 0.45051
C -2.42966 1.76245 3.40492
H 1.71119 0.11282 5.11196
H -0.08967 -0.07664 5.08136
H 0.66700 1.51327 4.72923
H 3.42207 0.36804 2.58250
H 2.42222 1.86790 2.39928
H 2.59184 0.68501 1.01984
H 2.50690 -1.98095 3.42841
H 1.55416 -2.45257 1.99557
H 0.77728 -2.50735 3.58368
H -1.04517 -0.85551 2.01672
H 0.12704 3.19604 0.71288
H 0.42069 3.12922 2.47265
H -1.04255 3.98768 1.82834
H -2.53229 1.21905 -0.49650
H -2.85826 2.80794 0.21350
H -3.73899 1.34174 0.81221
H -1.75842 1.83139 4.29791
H -3.17998 0.95602 3.60936
H -2.96791 2.72808 3.29094
O 2.19664 0.55436 -1.37537
C 1.22896 1.15081 -1.82801
O 0.01993 1.05186 -1.24822
C 1.23795 2.03201 -2.98013
C 2.45823 2.45226 -3.52193
C 2.46769 3.15461 -4.70179
C 1.26088 3.49266 -5.29097
C 0.03437 3.15449 -4.71577
C 0.02918 2.43521 -3.56111
N 1.28198 4.15632 -6.51787
O 2.40977 4.45439 -7.05998
O 0.15462 4.45377 -7.04925
H 3.37978 2.21980 -2.97225
H 3.40801 3.47392 -5.17171
H -0.87899 3.48221 -5.21869
H -0.91382 2.13776 -3.11560
C 0.99224 -3.23430 -2.62359
C 1.82585 -2.76505 -1.45380
C 2.41843 -3.85646 -0.58295
O 0.82047 -1.93418 -0.42429
H 1.57870 -3.82953 -3.34528
H 0.52540 -2.39203 -3.15689
H 0.17285 -3.88320 -2.25967
H 2.49770 -1.91626 -1.63875
H 1.61106 -4.53544 -0.21668
H 2.91300 -3.45117 0.31765
H 3.13884 -4.51128 -1.10606
*
```

Output
- largest force on an atom (eV/A) = 6.37
- energy (eV) = -53450.956
- highest occupied orbital energy (eV) = -14.99

2.
This record from the OMol25 dataset describes a molecular structure, C37H90N6O14Sr2 at a distorted geometry. The level of theory is wB97M-V/def2-TZVPD.

ORCA input file:
```
! RIJCOSX wB97M-V def2-TZVPD def2/J DEFGRID3
* xyz 1 2
Sr 2.71600 -1.98739 -19.46802
Sr 0.45976 -9.05570 -24.74206
C 3.01783 -6.04461 -22.17181
C 2.65650 -5.13275 -21.23849
C 1.21015 -5.02056 -20.71591
O 0.79983 -4.20506 -19.83459
C 0.23805 -5.87096 -21.20070
C 0.57207 -6.95991 -22.15737
C 2.06284 -6.90933 -22.74879
O 2.28077 -7.59579 -23.75580
O -0.23561 -7.78348 -22.67993
O 3.57102 -4.30737 -20.90496
H 4.04584 -6.05047 -22.50286
H -0.77212 -5.93165 -20.82350
C -3.52432 -4.64937 -22.40420
O -3.16879 -3.38560 -21.89470
H -2.62345 -5.11761 -22.80077
H -3.93439 -5.33469 -21.66240
H -4.15239 -4.57578 -23.29201
H -2.78798 -3.51822 -21.02348
C 7.98611 -3.68889 -21.40324
C 7.48848 -4.79238 -20.43946
O 6.40630 -4.22676 -19.75644
H 7.30487 -3.47055 -22.22564
H 9.00065 -3.85872 -21.76372
H 8.10620 -2.72642 -20.90590
H 8.27776 -4.97405 -19.70999
H 7.16485 -5.70561 -20.93885
H 5.59610 -4.37110 -20.25074
C -3.89282 -5.32284 -17.68290
C -2.54216 -4.69733 -17.99388
O -2.36995 -4.25611 -19.28569
H -3.92398 -5.69555 -16.65908
H -4.22207 -6.11605 -18.35409
H -4.65915 -4.54964 -17.73785
H -1.79286 -5.47689 -17.85626
H -2.36215 -3.93516 -17.23574
H -1.41816 -4.32415 -19.39098
C -5.15707 -8.28168 -21.28400
C -3.62345 -8.18491 -21.18466
O -3.01300 -7.91401 -22.39621
H -5.51723 -9.13311 -21.86143
H -5.49748 -7.32924 -21.69032
H -5.66205 -8.37129 -20.32220
H -3.25918 -9.14666 -20.82347
H -3.43513 -7.40016 -20.45199
H -2.07433 -7.79317 -22.23524
C 5.41074 -9.28986 -25.13662
C 4.25797 -10.26854 -24.87596
C 4.23898 -10.73263 -23.41738
O 5.39532 -11.48102 -23.15210
C 5.30697 -12.19632 -21.88627
N 3.02156 -9.59616 -25.33445
H 5.63298 -9.22156 -26.20154
H 6.27928 -9.69719 -24.61913
H 5.22593 -8.28566 -24.75514
H 4.45959 -11.15958 -25.47053
H 3.33553 -11.29730 -23.18712
H 4.13500 -9.84852 -22.78838
H 5.38185 -11.43106 -21.11369
H 6.17132 -12.85695 -21.81868
H 4.42368 -12.81969 -21.74737
H 3.30897 -9.21586 -26.22487
H 3.09390 -8.78040 -24.74335
C -4.21458 -8.18633 -25.55685
C -2.71214 -8.21776 -25.82052
C -2.11850 -6.78340 -25.66032
O -0.69009 -6.84154 -25.71569
C -0.15309 -5.59005 -25.40578
N -2.12559 -9.06358 -24.80432
H -4.65980 -9.17310 -25.68392
H -4.79378 -7.53673 -26.21309
H -4.41267 -7.95392 -24.51050
H -2.53190 -8.73862 -26.76090
H -2.37472 -6.47345 -24.64721
H -2.54227 -6.09686 -26.39325
H -0.60757 -5.07311 -24.56060
H -0.10893 -4.90963 -26.25617
H 0.89294 -5.71179 -25.12451
H -2.62666 -9.93696 -24.88327
H -2.37957 -8.76735 -23.87274
C -0.04569 -2.36281 -23.44748
C 1.31868 -1.94986 -22.88567
C 1.80935 -0.72319 -23.61457
O 2.30981 -0.83521 -24.93558
C 2.67601 0.34101 -25.62156
N 1.12212 -1.70492 -21.48931
H 0.09138 -2.62977 -24.49536
H -0.82516 -1.60502 -23.36833
H -0.41415 -3.30021 -23.03079
H 1.98869 -2.78384 -23.09465
H 2.62054 -0.26188 -23.05132
H 1.01098 0.01137 -23.50902
H 2.93063 0.15405 -26.66478
H 3.59896 0.80261 -25.27059
H 1.93855 1.14296 -25.58795
H 0.52890 -0.88944 -21.43295
H 0.49476 -2.43290 -21.17856
C 4.45162 -6.29472 -28.83358
C 4.00800 -7.03274 -27.59192
C 3.33259 -6.10082 -26.57566
O 4.36645 -5.40748 -25.88593
C 3.89727 -4.26363 -25.19655
N 3.14394 -8.07875 -28.00643
H 3.62281 -6.02521 -29.48820
H 5.13769 -6.95380 -29.36557
H 5.06439 -5.45775 -28.49877
H 4.83148 -7.51518 -27.06540
H 2.77421 -6.69961 -25.85610
H 2.65060 -5.41510 -27.07841
H 3.05032 -4.44653 -24.53525
H 3.53172 -3.49123 -25.87323
H 4.72987 -3.77072 -24.69463
H 3.64447 -8.67320 -28.65156
H 2.42346 -7.64824 -28.56828
C 7.50042 -5.98813 -24.15545
C 7.99776 -4.98802 -25.18293
C 9.53898 -5.23081 -25.53060
O 10.31679 -4.78506 -24.37090
C 10.53262 -3.39025 -24.21118
N 7.18014 -5.11845 -26.39677
H 7.51289 -7.00381 -24.55085
H 6.47583 -5.77800 -23.84856
H 8.12589 -5.86950 -23.27069
H 7.87394 -3.97389 -24.80306
H 9.91675 -4.84760 -26.47852
H 9.59545 -6.31346 -25.64353
H 11.01570 -3.05234 -25.12800
H 11.17016 -3.19382 -23.34918
H 9.58366 -2.87042 -24.07941
H 6.21016 -5.25344 -26.14974
H 7.45551 -5.99442 -26.81744
C -0.31833 -7.80371 -18.07315
C 1.10618 -7.41776 -17.66899
C 2.21284 -7.83497 -18.61457
O 3.40499 -7.62120 -17.93456
C 4.56325 -7.54213 -18.75994
N 1.12838 -5.99044 -17.47354
H -0.92150 -7.52494 -17.20911
H -0.38047 -8.89158 -18.04540
H -0.64121 -7.42867 -19.04433
H 1.18693 -7.99704 -16.74919
H 2.15955 -7.22182 -19.51419
H 2.07109 -8.81896 -19.06152
H 5.43548 -7.53722 -18.10627
H 4.54782 -6.61771 -19.33728
H 4.68582 -8.45197 -19.34755
H 0.88095 -5.49404 -18.31761
H 2.10357 -5.73781 -17.40104
*
```

Output
- largest force on an atom (eV/A) = 4.91
- energy (eV) = -79098.159
- highest occupied orbital energy (spin up / spin down) (eV) = -7.24 / -9.20

Question: Which of these has the highest largest force on an atom?
Answer: C23H36NNbO5Si2

Question: Which of these has the lowest largest force on an atom?
Answer: C37H90N6O14Sr2

Question: Among the records above, which one has the highest energy?
Answer: C23H36NNbO5Si2

Question: Among the records above, which one has the highest largest force on an atom?
Answer: C23H36NNbO5Si2